1.
Here is C27H22CoNO8PSSe2 as an isolated structure from OMol25. Energies are from ωB97M-V with the def2-TZVPD basis set.

The highest occupied orbital energy (alpha / beta) comes out at -2.252 / -2.309 eV. As for the energy above the lowest of the compared OMol25 structures with the same formula, charge and spin: 50.3 kJ/mol. The multiplicity is 4. As for the expectation value of S²: 3.757. The calculation puts the HOMO-LUMO gap (alpha / beta) at 0.239 / 0.241 Eh. The charge is -2.

XYZ file:
```
63
Properties=species:S:1:pos:R:3:lowdin_spin:R:1
Co 0.186 -0.469 -0.223 2.74
O 0.352 3.627 0.158 0.01
C 0.251 2.435 0.456 0.01
O -0.194 1.506 -0.297 0.04
C 0.603 2.029 1.912 0.00
C -0.493 1.100 2.457 0.00
C -0.362 0.959 3.987 0.00
C 0.839 -0.011 4.103 0.00
C 1.223 -0.171 2.629 0.00
O -0.067 -0.187 1.999 0.03
C 1.861 1.117 2.090 0.00
C 2.689 0.788 0.819 0.00
O 3.816 1.285 0.738 0.01
O 2.172 -0.035 -0.008 0.05
H 0.692 2.953 2.482 0.00
H -1.497 1.312 2.096 0.00
H -1.271 0.526 4.409 0.00
H -0.176 1.920 4.468 0.00
H 0.536 -0.985 4.489 0.00
H 1.662 0.375 4.706 0.00
H 1.760 -1.080 2.394 0.00
H 2.561 1.551 2.803 0.00
Se -0.060 -0.154 -2.812 0.04
P -2.186 -0.091 -2.410 0.01
Se -2.887 -0.282 -0.388 0.03
C -2.810 1.502 -3.107 0.00
C -2.633 1.758 -4.465 0.00
C -3.013 2.976 -5.002 0.00
C -3.569 3.955 -4.188 0.00
C -3.756 3.699 -2.838 0.00
C -3.377 2.477 -2.299 0.00
C -3.091 -1.253 -3.532 0.00
C -4.456 -1.430 -3.342 0.00
C -5.127 -2.450 -3.999 0.00
C -4.437 -3.295 -4.858 0.00
C -3.081 -3.097 -5.075 0.00
C -2.409 -2.079 -4.415 0.00
H -2.174 0.999 -5.088 0.00
H -2.871 3.171 -6.059 0.00
H -3.844 4.917 -4.606 0.00
H -4.192 4.459 -2.200 0.00
H -3.508 2.268 -1.244 0.00
H -4.976 -0.793 -2.635 0.00
H -6.181 -2.618 -3.806 0.00
H -4.951 -4.117 -5.344 0.00
H -2.531 -3.768 -5.725 0.00
H -1.338 -1.961 -4.522 0.00
O 0.626 -2.835 2.413 0.00
C 0.354 -3.271 1.304 0.00
N 0.048 -2.555 0.187 0.02
S -0.341 -3.565 -1.050 0.00
O -1.736 -3.485 -1.373 0.00
O 0.591 -3.539 -2.145 0.00
C -0.047 -5.103 -0.187 0.00
C -0.038 -6.412 -0.619 0.00
C 0.375 -7.392 0.277 0.00
C 0.741 -7.047 1.577 0.00
C 0.724 -5.725 1.993 0.00
C 0.347 -4.752 1.081 0.00
H -0.337 -6.659 -1.630 0.00
H 0.432 -8.425 -0.044 0.00
H 1.063 -7.819 2.266 0.00
H 1.009 -5.436 2.996 0.00
```


2.
Here is C27H22F12IN4O3Yb as an isolated structure from OMol25. Energies are from ωB97M-V with the def2-TZVPD basis set.

The highest occupied orbital energy (alpha / beta) comes out at -6.230 / -6.230 eV. As for the energy above the lowest of the compared OMol25 structures with the same formula, charge and spin: 0.0 kJ/mol. The multiplicity is 2. As for the expectation value of S²: 0.751. The calculation puts the HOMO-LUMO gap (alpha / beta) at 0.183 / 0.183 Eh. The charge is 0.

XYZ file:
```
70
Properties=species:S:1:pos:R:3:lowdin_spin:R:1
Yb 1.137 1.400 0.179 0.99
C -2.228 -3.479 -4.168 0.00
C -1.808 -2.371 -3.335 0.00
C -2.695 -1.749 -2.373 0.00
C -2.141 -1.111 -1.270 0.00
C -0.742 -0.898 -1.227 0.00
N -0.167 -0.644 -0.036 0.00
C -0.253 -1.447 1.094 0.00
C 0.222 -2.807 0.978 0.00
C -0.287 -3.728 1.858 0.00
C -1.229 -3.388 2.881 0.00
C -2.081 -4.327 3.641 0.00
C -1.361 -2.029 3.201 0.00
C -0.888 -1.061 2.335 0.00
C -1.022 0.456 2.589 0.00
O -0.111 1.196 1.936 0.00
C -0.708 0.700 4.098 0.00
F -1.642 0.180 4.967 0.00
F -0.571 2.058 4.367 0.00
F 0.511 0.087 4.307 0.00
C -2.473 0.933 2.230 0.00
F -2.874 2.027 2.924 0.00
F -3.414 -0.088 2.379 0.00
F -2.518 1.313 0.899 0.00
C -0.040 -0.997 -2.468 0.00
C -0.503 -1.856 -3.465 0.00
C 1.120 -0.036 -2.735 0.00
O 1.237 0.965 -1.866 0.00
C 2.368 -0.960 -2.592 0.00
F 2.468 -1.294 -1.227 0.00
F 2.264 -2.156 -3.233 0.00
F 3.530 -0.283 -2.808 0.00
C 1.092 0.440 -4.230 0.00
F 1.716 -0.525 -5.049 0.00
F -0.215 0.626 -4.586 0.00
F 1.685 1.652 -4.373 0.00
H -3.298 -3.507 -4.433 0.00
H -2.133 -4.438 -3.689 0.00
H -1.665 -3.622 -5.111 0.00
H -3.753 -1.928 -2.413 0.00
H -2.700 -0.774 -0.425 0.00
H 0.830 -3.131 0.138 0.00
H 0.019 -4.792 1.823 0.00
H -3.042 -4.555 3.130 0.00
H -2.364 -3.889 4.589 0.00
H -1.621 -5.324 3.806 0.00
H -1.918 -1.726 4.104 0.00
H 0.152 -1.985 -4.318 0.00
N 5.248 0.461 0.254 0.00
C 4.192 0.418 1.089 0.00
O 3.159 1.115 0.851 0.00
C 4.319 -0.350 2.370 0.00
I 4.080 -2.505 2.101 0.00
H 5.053 0.865 -0.660 0.00
H 5.778 -0.390 0.207 0.00
H 3.545 -0.046 3.078 0.00
H 5.336 -0.236 2.774 0.00
N -0.694 4.006 1.760 0.00
C -0.540 4.377 0.439 0.00
C -1.100 5.579 0.086 0.00
C -0.979 6.092 -1.208 0.00
C -0.132 5.396 -2.081 0.00
C 0.543 4.286 -1.633 0.00
N 0.251 3.670 -0.426 0.00
H -1.558 4.431 2.074 0.00
H -0.562 2.953 2.010 0.00
H -1.697 6.189 0.774 0.00
H -1.380 7.064 -1.478 0.00
H 0.106 5.803 -3.069 0.00
H 1.144 3.693 -2.334 0.00
```


3.
Here is C27H22F2MoN5O8S2Se as an isolated structure from OMol25. Energies are from ωB97M-V with the def2-TZVPD basis set.

The highest occupied orbital energy (alpha / beta) comes out at -5.225 / -5.227 eV. As for the energy above the lowest of the compared OMol25 structures with the same formula, charge and spin: 275.6 kJ/mol. The multiplicity is 1. The calculation puts the HOMO-LUMO gap (alpha / beta) at 0.223 / 0.223 Eh. The charge is -1.

XYZ file:
```
68
Properties=species:S:1:pos:R:3:mulliken_charge:R:1
Mo 1.140 0.356 -2.677 0.35
C 2.542 3.536 -1.108 -1.14
O 1.674 2.498 -0.690 0.38
C 2.045 1.826 0.423 0.32
C 2.801 2.427 1.421 -0.51
C 3.177 1.705 2.541 -0.94
C 2.804 0.372 2.659 -1.05
C 2.038 -0.217 1.670 -0.37
C 1.626 0.503 0.556 -0.81
N 0.844 -0.121 -0.462 2.44
N 0.215 -1.115 -0.003 0.00
C -0.577 -1.945 -0.716 -0.31
C -0.858 -1.859 -2.095 0.48
O -0.356 -0.966 -2.898 -0.08
C -1.809 -2.758 -2.663 -0.83
C -2.406 -3.712 -1.918 -1.03
C -2.090 -3.888 -0.537 0.72
C -2.680 -4.919 0.217 -0.97
C -2.352 -5.103 1.535 -0.71
C -1.408 -4.251 2.130 -0.74
C -0.827 -3.235 1.412 -0.11
C -1.164 -3.015 0.063 0.63
H 2.349 4.454 -0.547 0.32
H 3.587 3.238 -0.997 0.52
H 2.333 3.704 -2.159 0.17
H 3.099 3.463 1.313 0.45
H 3.782 2.179 3.304 0.39
H 3.138 -0.221 3.499 0.49
H 1.785 -1.267 1.722 0.52
H -2.022 -2.628 -3.716 0.51
H -3.131 -4.380 -2.368 0.35
H -3.398 -5.569 -0.269 0.42
H -2.808 -5.899 2.110 0.37
H -1.130 -4.399 3.167 0.44
H -0.108 -2.580 1.883 0.18
O 3.495 -1.528 -0.801 -0.61
Se 2.615 -1.855 -2.114 1.08
O 3.352 -1.722 -3.546 -0.56
O 2.662 0.984 -2.951 -0.75
O 1.671 -3.155 -1.990 -0.54
F -0.713 0.829 -5.070 -0.27
C 0.600 0.794 -4.713 0.22
F 1.143 -0.354 -5.274 -0.26
H 1.096 1.644 -5.186 0.28
N 0.341 0.731 5.090 -0.64
C -0.463 0.803 3.947 0.46
C -1.343 -0.228 3.631 -0.68
C -2.147 -0.145 2.505 -0.09
C -2.081 0.971 1.693 -0.34
C -1.224 2.019 2.011 -0.24
C -0.418 1.935 3.129 -0.49
S -3.017 1.039 0.194 1.12
O -3.833 -0.142 0.141 -0.73
O -3.670 2.332 0.149 -0.78
N -1.868 0.929 -0.917 -0.19
C -1.407 1.981 -1.544 0.05
S -2.115 3.605 -1.546 -0.14
C -0.857 4.164 -2.596 -0.77
C -0.017 3.169 -2.893 -1.17
N -0.293 1.945 -2.307 0.98
H 0.527 -0.213 5.393 0.25
H 1.199 1.254 5.006 0.29
H -1.388 -1.110 4.260 0.32
H -2.815 -0.953 2.239 0.52
H -1.180 2.892 1.371 0.34
H 0.265 2.741 3.370 0.31
H -0.817 5.181 -2.951 0.44
H 0.846 3.252 -3.536 0.72
```


4.
Here is C27H22F2MoN5O8S2Se as an isolated structure from OMol25. Energies are from ωB97M-V with the def2-TZVPD basis set.

The highest occupied orbital energy comes out at -5.077 eV. As for the energy above the lowest of the compared OMol25 structures with the same formula, charge and spin: 0.0 kJ/mol. The multiplicity is 1. The calculation puts the HOMO-LUMO gap at 0.241 Eh. The charge is -1.

XYZ file:
```
68
Properties=species:S:1:pos:R:3:mulliken_charge:R:1
Mo -0.417 -0.456 -0.322 1.48
C 2.594 1.703 -0.107 -1.21
O 1.204 1.491 -0.384 -0.02
C 0.357 2.541 -0.206 0.76
C 0.679 3.706 0.471 -0.70
C -0.279 4.705 0.601 -0.75
C -1.546 4.556 0.062 -0.74
C -1.868 3.391 -0.622 -0.48
C -0.923 2.395 -0.749 0.36
N -1.179 1.158 -1.421 1.07
N -1.704 1.300 -2.548 -1.22
C -1.779 0.204 -3.377 0.20
C -0.908 -0.887 -3.255 0.60
O -0.109 -1.050 -2.245 -0.74
C -0.873 -1.855 -4.309 -0.74
C -1.697 -1.757 -5.376 -1.01
C -2.613 -0.670 -5.517 0.85
C -3.471 -0.569 -6.629 -0.83
C -4.328 0.493 -6.760 -0.52
C -4.349 1.492 -5.772 -0.64
C -3.529 1.412 -4.676 -0.52
C -2.639 0.329 -4.523 0.47
H 2.920 2.634 -0.576 0.52
H 3.119 0.857 -0.534 0.27
H 2.780 1.710 0.964 0.38
H 1.658 3.825 0.911 0.49
H -0.028 5.606 1.145 0.40
H -2.288 5.333 0.186 0.38
H -2.852 3.230 -1.042 0.44
H -0.176 -2.675 -4.192 0.49
H -1.675 -2.514 -6.152 0.34
H -3.441 -1.349 -7.381 0.37
H -4.985 0.564 -7.616 0.38
H -5.026 2.331 -5.874 0.39
H -3.553 2.178 -3.914 0.46
O -1.702 0.536 4.059 -0.66
Se -0.441 -0.186 3.380 1.08
O 1.893 -2.750 3.568 -0.54
O -0.806 0.176 1.255 -0.83
O -0.657 -1.791 3.373 -0.73
F -3.336 -0.719 -0.132 -0.35
C -2.242 -1.529 -0.422 0.36
F -2.391 -2.628 0.409 -0.31
H -2.429 -1.904 -1.439 0.10
N 1.858 0.019 7.486 -0.65
C 2.332 -0.252 6.198 1.20
C 3.269 0.588 5.594 -0.77
C 3.735 0.300 4.324 -0.55
C 3.291 -0.820 3.635 -0.25
C 2.369 -1.675 4.241 -0.37
C 1.901 -1.386 5.518 -0.18
S 3.828 -1.084 1.967 1.17
O 4.568 0.110 1.620 -0.78
O 4.543 -2.339 1.906 -0.80
N 2.477 -1.101 1.123 -0.11
C 1.968 -2.225 0.637 0.29
S 2.738 -3.796 0.551 -0.12
C 1.341 -4.436 -0.252 -0.49
C 0.403 -3.491 -0.394 -1.00
N 0.744 -2.239 0.087 0.41
H 1.885 0.996 7.730 0.22
H 0.949 -0.375 7.673 0.25
H 3.617 1.472 6.116 0.31
H 4.437 0.958 3.832 0.52
H 0.914 -2.635 3.497 0.44
H 1.169 -2.053 5.959 0.30
H 1.276 -5.472 -0.535 0.43
H -0.574 -3.627 -0.827 0.38
```


5.
Here is C27H22F5P2ScSe3Te as an isolated structure from OMol25. Energies are from ωB97M-V with the def2-TZVPD basis set.

The highest occupied orbital energy comes out at -7.390 eV. The multiplicity is 1. The calculation puts the HOMO-LUMO gap at 0.258 Eh. The charge is 0.

XYZ file:
```
61
Properties=species:S:1:pos:R:3:mulliken_charge:R:1
Sc -0.272 0.273 0.908 0.17
Se 0.873 -1.980 0.224 -0.25
Se 1.487 -2.497 2.430 -0.19
Te 1.409 -0.265 3.561 -0.07
Se -1.070 0.194 3.380 -0.35
F 0.631 1.212 -0.747 -0.22
C 1.561 1.716 0.315 -0.28
F 0.491 2.228 1.206 -0.23
C 2.120 2.986 -0.296 0.95
F 1.186 3.809 -0.815 -0.17
F 2.966 2.669 -1.279 -0.25
F 2.777 3.663 0.649 -0.25
C -4.411 0.138 0.459 -0.97
P -2.713 0.318 -0.214 0.98
C -2.745 -0.183 -1.956 0.74
C -1.896 -1.215 -2.348 -0.52
C -1.861 -1.623 -3.677 -0.73
C -2.670 -0.996 -4.611 -0.54
C -3.528 0.026 -4.222 -0.90
C -3.575 0.425 -2.898 0.04
C -2.516 2.143 -0.231 0.59
C -2.725 2.806 0.982 -0.34
C -2.546 4.176 1.076 -0.74
C -2.143 4.901 -0.036 -0.48
C -1.909 4.249 -1.237 -0.75
C -2.086 2.877 -1.337 -0.32
P -5.042 -1.617 0.362 0.11
C -6.533 -1.479 1.439 0.86
C -7.551 -2.416 1.236 -0.53
C -8.685 -2.417 2.030 -0.61
C -8.821 -1.486 3.054 -0.47
C -7.809 -0.570 3.281 -0.67
C -6.669 -0.569 2.484 -0.38
C -5.874 -1.630 -1.279 0.42
C -5.589 -2.671 -2.154 -0.30
C -6.228 -2.755 -3.385 -0.62
C -7.150 -1.788 -3.754 -0.43
C -7.441 -0.740 -2.885 -0.67
C -6.813 -0.667 -1.652 -0.33
H -5.072 0.874 0.002 0.69
H -4.306 0.363 1.520 0.37
H -1.269 -1.708 -1.615 0.11
H -1.198 -2.425 -3.975 0.47
H -2.642 -1.313 -5.647 0.41
H -4.167 0.508 -4.951 0.46
H -4.261 1.208 -2.596 0.52
H -3.025 2.254 1.864 0.15
H -2.709 4.678 2.022 0.44
H -1.993 5.971 0.038 0.39
H -1.561 4.803 -2.100 0.43
H -1.873 2.382 -2.273 0.45
H -7.456 -3.144 0.438 0.34
H -9.466 -3.147 1.853 0.39
H -9.711 -1.482 3.671 0.37
H -7.898 0.149 4.087 0.39
H -5.891 0.152 2.695 0.26
H -4.861 -3.423 -1.868 0.41
H -6.002 -3.573 -4.058 0.43
H -7.646 -1.847 -4.715 0.41
H -8.172 0.009 -3.164 0.42
H -7.067 0.137 -0.969 0.38
```


6.
Here is C27H22FGaN6O3S as an isolated structure from OMol25. Energies are from ωB97M-V with the def2-TZVPD basis set.

The highest occupied orbital energy comes out at -7.699 eV. As for the energy above the lowest of the compared OMol25 structures with the same formula, charge and spin: 25.7 kJ/mol. The multiplicity is 1. The calculation puts the HOMO-LUMO gap at 0.292 Eh. The charge is 0.

XYZ file:
```
61
Properties=species:S:1:pos:R:3:mulliken_charge:R:1
Ga 8.768 9.271 6.894 0.77
C 11.676 13.821 11.110 -1.69
C 11.061 12.502 10.528 0.61
C 10.299 11.625 11.307 -1.10
C 9.785 10.486 10.725 -0.20
C 10.024 10.138 9.395 -0.37
N 9.317 9.102 8.705 0.58
C 9.179 7.842 9.297 0.50
C 10.157 7.279 10.080 -0.13
C 10.076 5.998 10.596 -1.04
C 8.981 5.153 10.348 0.09
C 8.881 3.745 10.863 -1.39
C 7.981 5.735 9.620 -0.41
C 8.042 7.004 9.049 0.45
N 6.858 7.425 8.355 0.12
C 5.602 6.889 8.395 -0.08
C 4.780 7.641 7.632 -1.08
C 5.606 8.638 7.032 -0.11
N 6.868 8.509 7.499 -0.23
C 10.879 10.913 8.706 0.32
C 11.413 12.051 9.222 -0.35
N 11.427 10.529 7.485 0.65
C 12.691 10.611 7.071 -0.01
C 12.788 10.170 5.782 -1.24
C 11.490 9.836 5.415 -0.32
N 10.689 9.995 6.457 -0.24
H 10.910 14.388 11.649 0.38
H 11.901 14.437 10.255 0.37
H 12.512 13.639 11.784 0.37
H 10.069 11.822 12.327 0.48
H 9.133 9.827 11.318 0.45
H 11.062 7.912 10.217 0.39
H 10.881 5.644 11.234 0.36
H 8.348 3.635 11.827 0.27
H 9.930 3.312 10.991 0.35
H 8.314 3.184 10.125 0.37
H 7.114 5.089 9.447 0.25
H 5.264 6.175 9.176 0.31
H 3.711 7.516 7.501 0.40
H 5.421 9.300 6.207 0.48
H 11.952 12.753 8.587 0.32
H 13.579 10.912 7.596 0.46
H 13.707 10.217 5.217 0.42
H 10.952 9.431 4.520 0.47
O 9.975 14.426 3.973 -0.73
S 10.152 13.511 5.057 1.22
O 11.492 13.056 5.275 -0.54
N 9.187 12.154 4.929 -0.55
C 8.532 11.988 5.993 0.43
O 7.894 10.906 6.382 -0.48
C 8.595 13.087 6.993 0.78
C 7.991 13.132 8.269 -0.61
C 8.304 14.235 9.053 -0.55
C 9.165 15.217 8.654 -0.64
C 9.788 15.112 7.411 -0.27
C 9.456 14.096 6.583 -0.28
H 7.348 12.361 8.578 0.62
H 7.734 14.335 9.977 0.39
H 9.469 16.029 9.322 0.47
H 10.556 15.861 7.062 0.35
F 8.891 7.908 5.738 -0.63
```


no.,DFT total energy (Eh)
1,-8624.16982
2,-4141.75392
3,-5383.50253
4,-5383.60748
5,-10457.24650
6,-4019.25955